(1)
Molecular formula: C2H7N4O
Method: DFT, the ωB97M-V functional and the def2-TZVPD basis

Geometry (Å):
C -0.48164 1.96800 0.10006
C 2.22833 -0.97088 -0.17748
N -0.64619 2.96455 0.71064
N -0.79989 0.92065 -0.51265
N 3.38880 -1.09937 -0.37175
N -1.61633 -1.33189 0.19362
O 1.09103 -0.88557 0.09702
H -1.11681 -0.21566 -0.00912
H -0.47029 0.63070 -1.48476
H -0.48330 3.61469 1.47830
H 4.12565 -0.67795 -0.78820
H -1.02228 -1.83187 0.83269
H -2.54214 -1.21394 0.62450
H -1.65491 -1.87147 -0.69286

Results
- Highest occupied orbital energy: -14.55 eV
- 2S+1: 1
- ΔE to the lowest compared entry with this formula, charge and spin: 30.3 kcal/mol
- Total charge: +1

Mulliken population analysis, charges in e, atoms 1 to 8:
1 C 0.351
2 C 0.496
3 N -0.217
4 N -0.524
5 N -0.338
6 N -0.658
7 O -0.438
8 H 0.435


(2)
Molecular formula: C16H17BrFN3O4
Method: DFT, the ωB97M-V functional and the def2-TZVPD basis

Geometry (Å):
C 4.47533 -0.90179 2.03652
C 3.15037 -0.64926 1.32953
C 2.00231 -0.55992 2.33794
N 0.71270 -0.40216 1.67908
C 0.05646 -1.46482 1.13632
N 0.53962 -2.69388 1.31159
C -1.12081 -1.26093 0.39833
C -1.64019 -2.35478 -0.40111
O -1.37462 -3.53338 -0.18779
C -2.38835 -1.98682 -1.68231
O -1.43065 -1.38449 -2.55129
C -1.32209 -0.02692 -2.51799
C -2.36058 0.81957 -2.89744
C -2.20231 2.19073 -2.87954
C -0.99073 2.73219 -2.48361
Br -0.77967 4.61670 -2.42133
C 0.07004 1.92492 -2.11204
C -0.11345 0.55647 -2.13145
F 0.90597 -0.23268 -1.72766
C -1.74528 0.03975 0.39711
O -2.84010 0.30702 -0.06583
N -1.00639 1.04946 1.02326
C -1.55289 2.39627 1.04568
C 0.22736 0.90187 1.59011
O 0.85852 1.83764 2.02259
H 5.28541 -0.94408 1.31386
H 4.68621 -0.10295 2.74286
H 4.45226 -1.84390 2.58092
H 2.95927 -1.44074 0.60103
H 3.19972 0.29217 0.78083
H 2.14078 0.32834 2.95855
H 1.96938 -1.43456 2.99283
H 1.48699 -2.85336 1.60297
H 0.00809 -3.42538 0.82489
H -3.23549 -1.32861 -1.48253
H -2.71218 -2.90771 -2.17193
H -3.30374 0.38944 -3.19478
H -3.01737 2.83710 -3.16455
H 1.01436 2.33808 -1.79341
H -2.48045 2.38477 0.47866
H -0.83872 3.09144 0.60656
H -1.74509 2.69918 2.07457

Results
- Highest occupied orbital energy: -8.80 eV
- 2S+1: 1
- Total charge: 0
- SMILES: CCCn1c(N)c(C(=O)COc2ccc(Br)cc2F)c(=O)n(C)c1=O

Mulliken population analysis, charges in e, atoms 1 to 8:
1 C -1.418
2 C 0.130
3 C -1.800
4 N 0.174
5 C 0.066
6 N -0.308
7 C 0.287
8 C 0.640


(3)
Molecular formula: CH3NO2S
Method: DFT, the ωB97M-V functional and the def2-TZVPD basis

Geometry (Å):
C -1.43952 -0.29873 -0.04986
N -0.84122 0.68078 0.44740
O 1.88465 -1.28543 -0.12267
O 2.89942 0.87358 -0.59571
S 2.23923 0.02278 0.35125
H -0.89283 -1.22783 -0.14483
H -2.47561 -0.31425 -0.40133
H -1.37411 1.54910 0.51576

Results
- Highest occupied orbital energy: -10.48 eV
- 2S+1: 1
- ΔE to the lowest compared entry with this formula, charge and spin: 15.6 kcal/mol
- Total charge: 0

Okay, here come the Mulliken numbers, in e, for every atom:
1 C -0.206
2 N -0.425
3 O -0.391
4 O -0.389
5 S 0.740
6 H 0.218
7 H 0.235
8 H 0.217


(4)
Molecular formula: C3H7N3O
Method: DFT, the ωB97M-V functional and the def2-TZVPD basis

Geometry (Å):
C 1.36137 0.73344 -0.07789
C 2.69679 0.55918 0.06343
C -2.00398 -1.06296 0.05770
N 0.18777 0.67872 -0.11128
N -1.01104 1.12405 -0.00016
N -1.96362 0.32861 0.05598
O -3.01946 1.09867 0.01901
H 3.31573 1.42736 0.39664
H 3.24575 0.29468 -0.94718
H 3.02110 0.05289 0.99267
H -1.44807 -1.61526 -0.67980
H -3.01072 -1.24872 -0.25777
H -1.62758 -1.38756 1.09947
H -2.63837 2.04805 -0.03749

Results
- Highest occupied orbital energy (alpha / beta): -18.78 / -21.58 eV
- 2S+1: 3
- ΔE to the lowest compared entry with this formula, charge and spin: 9.1 kcal/mol
- Total charge: +2

Mulliken population analysis, charges in e, atoms 1 to 8:
1 C 0.551
2 C -0.947
3 C -0.610
4 N 0.243
5 N -0.496
6 N 0.806
7 O -0.194
8 H 0.389


So what do the calculations give for F_max? Going down the list: 3.271 0.569 1.075 10.767 eV Å⁻¹.
So what do the calculations give for E? Going down the list: -374.401360 -3759.075039 -643.289355 -356.977358 Eh.